{
  "formula": "C2H6FN3O",
  "method": "ωB97M-V/def2-TZVPD",
  "lumo_ev": 0.99,
  "total_energy_ev": -11403.6362,
  "de_lowest_kcal_mol": 4.5,
  "smiles": "N/N=C(\\CF)NO",
  "elements": ["F", "O", "N", "N", "N", "C", "C", "H", "H", "H", "H", "H", "H"],
  "positions_angstrom": [[-2.30871, 0.09180, -0.69252], [1.07444, 1.78372, -1.52941], [1.07934, -0.13756, 0.25101], [0.93548, -1.11371, 1.27378], [-0.13327, 1.33453, -1.02456], [-1.38508, -0.37609, 0.21673], [-0.05852, 0.24610, -0.18789], [1.60883, 0.98067, -1.37078], [-1.59146, -0.09300, 1.27199], [-0.79124, 1.14900, -1.78688], [1.73878, -1.77129, 1.23545], [-1.27254, -1.47740, 0.17615], [1.10396, -0.61677, 2.16692]],
  "forces_ev_per_a": [[-0.7, -0.2, 0.3], [0.4, -0.7, 0.1], [0.1, 0.5, -0.5], [0.7, -0.7, 1.2], [-1.4, -0.4, -0.4], [1.3, -0.1, 0.3], [0.3, -0.2, 0.7], [0.8, 0.5, -0.2], [-0.4, 0.0, -0.8], [0.2, 0.4, 0.3], [-0.7, 0.7, -0.3], [-0.3, 0.6, -0.1], [-0.2, -0.3, -0.6]],
  "nbo_charge": [-0.359, -0.538, -0.405, -0.700, -0.295, -0.011, 0.344, 0.474, 0.196, 0.374, 0.359, 0.208, 0.353]
}